No. 1
ORCA calculation (ωB97M-V with the def2-TZVPD basis set) on a molecular structure, C10H11BrINO3Pt.

```
! RIJCOSX wB97M-V def2-TZVPD def2/J DEFGRID3
* xyz 2 1
Pt 0.16666 -0.21937 -0.56845
Br -1.80016 0.39456 -2.78314
C -2.44358 -0.92049 -1.60500
C -3.66657 -1.55231 -1.63094
C -3.92585 -2.47459 -0.61783
C -2.99647 -2.72465 0.39401
C -1.80525 -2.04272 0.34698
N -1.55484 -1.19045 -0.65514
C -0.69877 -2.07893 1.36198
O -0.68885 -2.79885 2.30069
O 0.28144 -1.16840 1.12673
H -4.39039 -1.33108 -2.40248
H -4.87726 -2.99077 -0.60675
H -3.19318 -3.41603 1.20221
I 1.17377 -2.52701 -2.61878
C 1.81302 -0.77019 -1.83045
H 1.83687 0.07321 -2.51815
H 2.69026 -0.86560 -1.20274
C 2.91250 0.33579 1.51655
C 2.43772 1.40550 0.61763
C 3.02650 2.75912 0.70562
O 1.54359 1.23375 -0.24813
H 3.99476 0.40916 1.63328
H 2.60201 -0.66052 1.21746
H 2.49244 0.54054 2.50909
H 3.28727 2.99192 1.73777
H 2.36975 3.51011 0.27582
H 3.96730 2.74911 0.14205
*
```

Output
Gap between HOMO and LUMO   0.2630 Ha
Energy   -3658.47141 hartree
Maximum force   0.80 eV Å⁻¹

No. 2
ORCA calculation (ωB97M-V with the def2-TZVPD basis set) on 9 unconnected molecules or ions with the total composition H18O9.

```
! RIJCOSX wB97M-V def2-TZVPD def2/J DEFGRID3
* xyz 0 1
H 0.73161 0.29721 0.27585
H -0.20845 0.12717 1.45797
H 2.24719 -2.34763 0.27460
H 2.97090 -1.41669 -0.68438
H -3.69159 -0.37540 -0.68168
H -2.20784 -0.37140 -0.35226
H 0.31706 4.78955 -1.88820
H 1.41666 4.18439 -1.03105
H -4.41103 -1.57637 1.71580
H -3.19024 -1.14600 0.91926
H -0.58152 -2.15393 -0.93939
H -0.88130 -2.82224 -2.27113
H -2.51565 1.68728 2.06817
H -1.21990 2.12723 2.72962
H 4.31074 -0.10642 2.76341
H 5.48260 -0.17900 1.79827
H 0.27744 1.07945 -3.05898
H 0.75385 -0.34745 -2.84210
O 0.65803 -0.14041 1.13146
O 2.19422 -1.98335 -0.61618
O -2.82579 -0.22338 -1.07699
O 0.50494 4.04207 -1.30945
O -3.72631 -1.91873 1.13020
O -0.22679 -2.79654 -1.56407
O -2.10427 1.80194 2.93224
O 4.88748 -0.73456 2.31418
O 1.03796 0.50321 -3.19516
*
```

Output
Relative energy (zero: lowest compared OMol25 entry of this formula, charge and spin)   76.9 kcal/mol
Gap between HOMO and LUMO   0.3874 Ha
Structure (SMILES)   O.O.O.O.O.O.O.O.O
Energy   -687.90321 hartree
Maximum force   0.54 eV Å⁻¹

No. 3
ORCA calculation (ωB97M-V with the def2-TZVPD basis set) on C4H9N in the gas phase.

```
! RIJCOSX wB97M-V def2-TZVPD def2/J DEFGRID3
* xyz 0 1
C -1.33788 0.26096 -1.97503
C -0.75915 0.90255 -0.72269
C 0.40210 0.05392 -0.15503
C 0.36963 -0.31008 1.12855
N 1.41665 -0.92482 1.83382
H -1.20385 -0.81593 -1.89220
H -0.67797 0.48603 -2.83263
H -2.29962 0.64535 -2.28614
H -0.33903 1.90130 -0.81262
H -1.52082 0.84416 0.05817
H 1.23908 -0.11930 -0.82120
H -0.52937 -0.11395 1.70624
H 1.20907 -1.04026 2.80961
H 2.27655 -0.42210 1.74131
*
```

Output
Relative energy (zero: lowest compared OMol25 entry of this formula, charge and spin)   14.2 kcal/mol
Gap between HOMO and LUMO   0.3451 Ha
Structure (SMILES)   CC/C=C/N
Energy   -212.52851 hartree
Maximum force   2.17 eV Å⁻¹

No. 4
ORCA calculation (ωB97M-V with the def2-TZVPD basis set) on C2H7N3O in the gas phase.

```
! RIJCOSX wB97M-V def2-TZVPD def2/J DEFGRID3
* xyz 0 1
C -0.40504 -0.18696 0.67897
C -0.59929 -0.82339 -0.65843
H 2.12701 -0.65966 -0.28574
H 1.51081 0.75332 -1.01539
H 0.84169 1.08537 1.53977
H -0.99562 0.48857 2.23767
H -1.58002 -1.25889 -0.78842
H 0.18880 -1.62309 -0.80675
H -1.41221 0.65697 -1.76360
N 1.89595 0.31354 -0.15756
N 0.79780 0.43422 0.79116
N -1.40148 0.02229 1.44623
O -0.46255 0.15364 -1.72495
*
```

Output
Relative energy (zero: lowest compared OMol25 entry of this formula, charge and spin)   66.9 kcal/mol
Gap between HOMO and LUMO   0.3646 Ha
Structure (SMILES)   [H]/N=C(/CO)NN
Energy   -319.84322 hartree
Maximum force   4.00 eV Å⁻¹

No. 5
ORCA calculation (ωB97M-V with the def2-TZVPD basis set) on a gas-phase ion, C4H8N3 (charge +1).

```
! RIJCOSX wB97M-V def2-TZVPD def2/J DEFGRID3
* xyz 1 1
C -1.71672 -0.98323 -0.01553
C -3.51328 0.69576 0.06818
C 2.32516 -0.22068 0.05692
C 1.32808 0.92717 -0.03771
N -2.67760 -0.10458 -0.01512
N -0.42288 -0.58890 -0.03507
N -0.05321 0.60801 -0.03086
H -1.96705 -2.02750 0.01625
H -4.29303 1.39904 -0.05006
H 2.31200 -0.84972 -0.83307
H 2.14256 -0.83552 0.93958
H 3.32736 0.18795 0.15643
H 1.49159 1.51997 -0.94644
H 1.45957 1.63973 0.78830
H 0.25744 -1.36750 -0.06180
*
```

Output
Relative energy (zero: lowest compared OMol25 entry of this formula, charge and spin)   122.2 kcal/mol
Gap between HOMO and LUMO (alpha / beta)   0.2949 / 0.2950 Ha
Energy   -321.09656 hartree
Maximum force   2.63 eV Å⁻¹

No. 6
ORCA calculation (ωB97M-V with the def2-TZVPD basis set) on a molecular structure, C39H43N4O3PSSiTi.

```
! RIJCOSX wB97M-V def2-TZVPD def2/J DEFGRID3
* xyz 0 1
Ti 0.30949 0.21387 -0.31018
C 3.33450 -3.49028 -0.70423
C 2.76058 -2.10516 -0.55343
O 1.60443 -1.99100 -0.13758
C 3.56201 -0.98780 -1.00802
C 3.10732 0.28360 -0.89201
C 3.57367 1.39950 -1.76398
N 2.18361 0.62215 0.08752
N 2.47710 0.10030 1.38222
C 1.44530 -0.26501 2.05282
O 0.21696 -0.34930 1.54879
C 1.59335 -0.48842 3.51507
C 0.48446 -0.90391 4.24439
C 0.57328 -1.10189 5.61768
C 1.77790 -0.88648 6.26942
C 2.88797 -0.46585 5.54212
C 2.79874 -0.26195 4.17517
H 2.63470 -4.22675 -0.31567
H 3.54173 -3.69776 -1.75784
H 4.28130 -3.56322 -0.16534
H 4.42246 -1.20292 -1.63096
H 3.99549 1.03624 -2.69994
H 2.74481 2.08105 -1.95704
H 4.33539 1.96990 -1.22392
H -0.45495 -1.05412 3.72987
H -0.29907 -1.42069 6.17504
H 1.85297 -1.03801 7.33909
H 3.82880 -0.28905 6.04799
H 3.65157 0.07384 3.60017
N -2.03311 0.68486 -0.14481
C -3.17003 -0.11075 -0.50894
C -4.39265 0.49039 -0.78286
C -5.50014 -0.29969 -1.04737
C -5.39798 -1.68660 -1.01702
C -4.16713 -2.27558 -0.77478
C -3.03704 -1.49518 -0.55120
P -1.32641 -2.12169 -0.49557
C -1.13884 -2.78159 -2.19083
C -1.98126 -2.44071 -3.24279
C -1.72426 -2.90382 -4.52982
C -0.62276 -3.70830 -4.77688
C 0.22732 -4.05054 -3.73029
C -0.02719 -3.58728 -2.44918
C -1.41345 -3.61730 0.53243
C -1.03032 -3.46385 1.86404
C -1.09211 -4.53452 2.74368
C -1.52627 -5.77366 2.29385
C -1.89219 -5.93905 0.96366
C -1.83420 -4.86667 0.08199
H -2.15815 1.67512 -0.31260
H -1.82920 0.54981 0.84240
H -4.47742 1.57085 -0.76647
H -6.45282 0.17039 -1.25790
H -6.26927 -2.30270 -1.19717
H -4.07456 -3.35612 -0.78555
H -2.84323 -1.80825 -3.06989
H -2.39090 -2.63144 -5.33867
H -0.42542 -4.06874 -5.77875
H 1.09002 -4.68003 -3.91309
H 0.64178 -3.84703 -1.63754
H -0.65606 -2.50381 2.19691
H -0.78509 -4.40442 3.77373
H -1.56849 -6.61383 2.97603
H -2.22092 -6.90771 0.60826
H -2.10972 -5.00867 -0.95689
C 0.40372 5.75151 -2.50782
Si 0.34536 6.08592 -0.68802
C -1.12141 7.17622 -0.32429
C 1.90204 6.97849 -0.19112
C 0.19515 4.58500 0.44290
C 0.18681 4.84784 1.80857
C 0.08750 3.83191 2.75520
C -0.00607 2.53793 2.29367
N -0.01029 2.25104 0.99090
C 0.09524 3.22685 0.07627
S 0.10138 2.55579 -1.52611
H 0.47175 6.71835 -3.01759
H -0.48877 5.22997 -2.85846
H 1.26992 5.14674 -2.78302
H -1.06684 8.10977 -0.89180
H -1.17416 7.43105 0.73746
H -2.05255 6.67062 -0.59387
H 2.01292 7.90962 -0.75420
H 2.78016 6.35737 -0.38616
H 1.89937 7.22794 0.87300
H 0.26616 5.87454 2.15614
H 0.09124 4.03800 3.81651
H -0.08387 1.69388 2.96959
C 0.87645 -0.31618 -3.30311
O 0.42817 -0.26293 -1.97300
H 0.04267 -0.57138 -3.95681
H 1.64733 -1.08196 -3.39721
H 1.28429 0.65337 -3.59493
*
```

Output
Relative energy (zero: lowest compared OMol25 entry of this formula, charge and spin)   46.8 kcal/mol
Gap between HOMO and LUMO   0.2838 Ha
Energy   -3835.33770 hartree
Maximum force   2.11 eV Å⁻¹